1.
119
Properties=species:S:1:pos:R:3:forces:R:3:mulliken_charge:R:1 method="wB97M-V/def2-TZVPD" relative_energy_kj_mol=564.22 smiles="C#C[C@H]1C(=O)N[C@H](CCC(C)C)[C@H]1COC(C)=O.O=C1OC[C@@H](F)O1.O=C1OC[C@@H](F)O1.O=C1OC[C@@H](F)O1.O=C1OC[C@@H](F)O1.O=C1OC[C@@H](F)O1.O=C1OC[C@@H](F)O1.O=C1OC[C@@H](F)O1.O=C1OC[C@@H](F)O1" energy_ev=-118641.297
C -4.5805 0.4377 -3.2960 6.2 -2.7 -0.1 -0.380
C -3.3861 -0.1345 -3.2040 -4.8 4.1 -0.6 -0.642
C -1.7612 -0.2533 -3.1445 -0.4 0.8 1.1 0.667
C -1.0945 0.2153 -4.5604 0.0 -1.9 -2.6 0.088
O -0.8722 -0.5514 -5.5856 -0.9 4.2 5.4 -0.627
N -0.7920 1.6906 -4.4367 0.6 -2.8 0.5 -0.182
C -1.3964 2.1980 -3.1283 -0.5 0.9 -0.6 -0.411
C -0.8784 3.6659 -2.6459 -1.0 -0.2 0.6 -0.524
C -0.6061 4.7005 -3.8600 0.9 0.4 1.2 -0.794
C 0.9611 5.1466 -3.7791 0.3 -0.1 -1.4 1.033
C 1.5853 4.9068 -5.2706 0.5 0.7 1.1 -1.386
C 1.1616 6.7012 -3.3553 -0.1 0.3 -0.5 -1.264
C -1.1461 0.9212 -2.1792 -1.5 1.3 0.1 0.472
C -1.7355 0.8867 -0.6792 0.4 -1.4 0.7 -0.679
O -2.0558 2.1971 -0.1112 1.0 -0.2 2.2 -0.282
C -1.9285 2.1479 1.3244 -3.0 -1.4 1.6 0.696
C -0.5856 2.7787 1.9809 -0.6 -0.4 -0.6 -0.804
O -2.8748 1.6293 2.0299 4.7 2.5 -3.3 -0.530
H -5.5943 0.9468 -3.5370 2.4 -1.5 0.7 0.346
H -1.3917 -1.2188 -2.6461 -0.8 1.1 -1.6 0.528
H 0.2488 1.6254 -4.3555 -0.6 0.7 -0.3 0.101
H -2.4811 2.4409 -3.4771 1.6 -1.1 1.2 0.073
H -1.7611 4.1062 -2.0197 1.6 -1.0 -1.0 0.256
H 0.0108 3.5806 -1.8929 -1.4 0.2 -1.6 0.167
H -0.8758 4.2460 -4.8799 0.5 0.6 1.6 0.431
H -1.2178 5.6843 -3.7184 0.8 -2.0 -0.2 0.436
H 1.5921 4.4744 -3.0715 -1.4 1.1 -1.1 0.054
H 2.7046 5.2204 -5.2025 -1.9 -0.7 -0.4 0.303
H 1.0514 5.6415 -5.9773 0.8 -1.3 0.8 0.381
H 1.4815 3.7988 -5.6007 0.1 2.0 0.5 0.255
H 1.8595 7.2083 -4.1319 -1.2 -0.8 1.5 0.297
H 1.6377 6.8243 -2.3142 -0.8 -0.3 -1.6 0.077
H 0.1738 7.3057 -3.3541 1.5 -1.2 0.0 0.373
H -0.0016 0.9075 -2.0637 -1.6 -0.5 -0.5 0.299
H -0.8975 0.4287 -0.0073 -1.4 0.8 -1.3 0.278
H -2.6578 0.2147 -0.5312 1.4 1.1 -0.6 0.148
H -0.9080 3.3411 2.9339 0.7 -1.1 -1.5 0.296
H -0.0504 3.4859 1.2497 -1.0 -1.1 1.1 0.280
H 0.1404 1.8941 2.2071 -1.4 1.6 -0.2 0.243
O 2.5627 1.4953 -3.7802 0.2 -1.4 0.1 -0.436
C 2.8912 0.3390 -3.7515 -0.1 1.8 0.1 0.325
O 4.1810 -0.0889 -3.6335 -0.9 0.3 -0.2 -0.356
C 4.1269 -1.5012 -3.5077 1.0 -0.5 0.1 -0.465
C 2.8125 -1.8264 -4.1386 -0.3 -0.6 -0.1 0.158
F 2.2507 -2.9125 -3.5567 -0.1 -0.3 0.1 -0.274
O 2.0206 -0.7046 -3.8436 0.5 0.5 -0.1 0.003
H 4.1654 -1.7741 -2.4488 -0.2 -0.1 -0.1 0.259
H 4.9656 -1.9741 -4.0219 -0.1 0.2 0.0 0.312
H 2.8570 -1.9655 -5.2231 -0.1 -0.2 0.1 0.385
O 0.9205 -5.1803 -8.9771 -0.5 0.4 1.3 -0.541
C 0.5004 -4.8902 -7.8902 0.8 -0.1 -1.9 0.585
O 1.0690 -3.9557 -7.0740 -0.2 -0.7 -0.5 -0.295
C 0.2052 -3.8174 -5.9565 0.2 0.9 0.7 0.152
C -0.5234 -5.1210 -5.9487 -0.6 -0.1 0.2 0.604
F -1.7822 -4.9706 -5.4730 -0.1 -0.2 0.2 -0.292
O -0.5991 -5.4589 -7.3174 0.8 0.2 0.1 -0.341
H -0.4600 -2.9631 -6.1154 -0.1 -0.2 0.1 0.085
H 0.7730 -3.6530 -5.0397 0.0 -0.1 -0.3 -0.092
H -0.0125 -5.9187 -5.4007 -0.2 0.0 0.0 0.143
O 4.8684 -5.6349 -3.4022 -1.3 -0.3 0.7 -0.532
C 3.8651 -5.9983 -2.8520 1.8 0.8 -0.7 0.624
O 3.7804 -6.2729 -1.5182 0.0 0.1 -0.8 -0.315
C 2.4143 -6.5359 -1.2449 -0.1 -0.1 1.1 -0.380
C 1.8939 -6.9509 -2.5821 -0.6 0.1 -0.3 0.322
F 0.5964 -6.5921 -2.7302 -0.2 -0.1 -0.2 -0.262
O 2.6730 -6.1941 -3.4849 0.4 -0.4 0.5 -0.226
H 1.9370 -5.6255 -0.8699 -0.1 -0.1 -0.2 0.273
H 2.3085 -7.3218 -0.4947 0.2 0.1 -0.1 0.281
H 2.0115 -8.0169 -2.7991 -0.2 0.1 -0.1 0.256
O -3.3711 5.0707 6.6428 -0.5 -1.3 -0.6 -0.525
C -3.7941 4.0541 6.1643 0.8 1.9 0.5 0.607
O -4.3001 3.9553 4.9011 0.2 0.1 0.8 -0.324
C -4.5627 2.5789 4.6770 -0.3 -0.3 -1.0 0.022
C -4.7147 2.0509 6.0672 0.2 -0.3 0.2 0.280
F -4.2933 0.7649 6.1490 -0.2 -0.2 0.2 -0.198
O -3.8352 2.8588 6.8195 -0.5 0.3 -0.4 -0.274
H -3.7190 2.1313 4.1433 -0.1 -0.1 0.2 -0.010
H -5.4664 2.4439 4.0797 0.1 0.2 0.0 0.264
H -5.7281 2.1347 6.4714 0.1 -0.2 0.1 0.129
O 1.2161 -0.0703 6.9945 -1.2 -0.7 -0.6 -0.566
C 0.2231 -0.5951 6.5691 1.4 1.3 0.6 0.547
O -0.9320 0.0716 6.2800 0.7 -0.5 0.2 -0.243
C -1.8061 -0.8737 5.6835 -1.0 0.4 -0.3 -0.098
C -1.2760 -2.1709 6.1998 -0.2 -0.3 0.0 0.785
F -1.4626 -3.1647 5.2946 0.0 -0.5 -0.1 -0.308
O 0.1099 -1.9318 6.3221 -0.3 0.4 0.3 -0.347
H -1.7389 -0.7934 4.5937 0.1 -0.2 0.0 0.029
H -2.8395 -0.6969 5.9839 0.4 0.0 0.0 0.243
H -1.6840 -2.4687 7.1672 0.0 0.0 -0.4 0.028
O -1.3120 -1.7905 -0.4365 -0.3 -1.0 1.1 -0.377
C -1.7959 -2.3410 0.5151 0.8 0.6 -1.2 0.506
O -1.2514 -3.4313 1.1287 -0.3 0.7 -0.6 -0.308
C -2.0461 -3.6844 2.2767 0.4 -0.8 0.7 -0.171
C -3.3466 -3.0450 1.9154 -0.5 0.3 0.5 0.234
F -3.9727 -2.5639 3.0148 -0.2 0.0 0.0 -0.227
O -2.9580 -1.9545 1.1088 0.5 -0.6 -0.4 -0.231
H -1.5771 -3.2243 3.1499 -0.3 0.0 -0.1 0.117
H -2.1459 -4.7565 2.4566 0.1 0.1 -0.2 0.271
H -4.0266 -3.6938 1.3551 -0.1 0.1 0.1 0.208
O -2.0207 -2.2877 9.4818 1.1 -0.9 -0.1 -0.532
C -1.1174 -3.0769 9.5544 -1.2 1.3 0.0 0.667
O -0.6455 -3.7972 8.4955 -0.3 0.1 0.8 -0.252
C 0.4942 -4.5019 8.9625 0.6 -0.6 -0.9 -0.497
C 0.2496 -4.5672 10.4350 0.6 0.0 0.6 0.302
F 1.4153 -4.5502 11.1214 0.0 -0.1 0.2 -0.292
O -0.4454 -3.3672 10.7023 -0.5 -0.3 -0.7 -0.320
H 1.3978 -3.9397 8.7085 0.0 0.0 0.3 0.297
H 0.5576 -5.4917 8.5067 -0.2 0.2 -0.1 0.275
H -0.3559 -5.4215 10.7528 0.1 0.1 0.1 0.288
O 3.9551 6.7621 -3.4422 0.9 -0.1 1.5 -0.459
C 4.3221 6.7342 -2.3003 -0.6 0.3 -2.0 0.554
O 4.7505 7.8288 -1.6066 -0.2 -0.6 -0.3 -0.313
C 4.9628 7.4030 -0.2703 0.3 0.9 0.6 -0.459
C 5.1813 5.9337 -0.4324 -0.3 -0.6 0.4 0.273
F 4.7307 5.2539 0.6486 0.1 -0.2 0.1 -0.288
O 4.3691 5.6044 -1.5389 0.4 0.6 -0.1 -0.175
H 4.0777 7.6346 0.3296 0.0 -0.3 0.0 0.282
H 5.8260 7.9064 0.1694 -0.1 0.0 -0.2 0.276
H 6.2184 5.6537 -0.6411 -0.1 -0.1 0.1 0.280

2.
98
Properties=species:S:1:pos:R:3:forces:R:3:mulliken_charge:R:1 method="wB97M-V/def2-TZVPD" energy_ev=-67480.890 charge=+1
C -3.8754 -0.9617 1.9133 0.5 1.0 1.0 -0.759
O -3.9843 -2.4086 1.9183 -0.3 1.0 -1.8 -0.288
C -4.2790 -2.7879 0.5486 -1.3 -0.7 -0.3 -0.195
C -4.0757 -4.3529 0.2861 -0.4 0.0 1.1 -0.516
C -2.6620 -4.9416 0.7539 0.3 0.0 -0.1 -0.552
C -1.4196 -4.6088 -0.2142 0.2 0.3 0.1 -0.701
C -1.8050 -4.0165 -1.6505 0.8 -0.5 -0.1 1.160
C -2.3940 -5.0791 -2.7017 0.2 1.0 -0.8 -0.696
C -2.0460 -4.4810 -4.1795 -0.1 -1.5 0.8 -0.934
C -2.7771 -3.0684 -4.4557 0.1 -1.1 -1.3 -0.483
C -1.8161 -2.1671 -5.3734 0.2 1.3 0.0 -0.706
C -1.5740 -0.6842 -4.7896 0.0 0.6 1.1 0.590
C -1.5060 -0.4489 -3.2620 0.8 4.3 -3.1 -0.008
C -1.2165 1.0571 -2.9112 -0.6 -3.5 -2.9 -0.703
N -1.0720 1.9389 -4.0227 -0.1 -0.8 3.3 0.491
N -1.1637 1.7725 -5.3287 -0.6 -3.7 -1.0 -0.881
C -1.4179 0.4766 -5.8010 0.3 0.1 4.0 -0.351
H -4.2916 -0.5196 2.8967 0.7 -0.9 -1.5 0.332
H -2.7598 -0.7086 1.8518 -1.5 -0.1 0.0 0.222
H -4.4352 -0.4443 1.0585 0.7 -0.9 1.1 0.396
H -3.7270 -2.0997 -0.1777 -0.3 -1.1 0.9 -0.044
H -5.4087 -2.5772 0.3857 1.7 -0.2 0.0 0.285
H -4.8768 -4.8933 0.9239 1.2 0.9 -1.0 0.430
H -4.3556 -4.5580 -0.7995 0.6 0.2 1.4 0.169
H -2.4205 -4.4966 1.7897 -0.5 -0.8 -1.6 0.207
H -2.7008 -6.0875 0.8640 -0.3 1.8 -0.1 0.318
H -0.7214 -3.8650 0.3244 -1.1 -1.0 -1.0 0.173
H -0.7834 -5.5623 -0.3615 -1.0 1.5 0.1 0.345
H -0.8143 -3.6297 -2.1141 -1.4 -0.6 0.7 0.292
H -2.4921 -3.1070 -1.5842 0.8 -1.3 0.2 -1.059
H -1.9511 -6.1258 -2.5509 -0.4 1.6 -0.3 0.284
H -3.5292 -5.1979 -2.6846 1.5 0.2 0.3 0.258
H -0.8972 -4.4295 -4.2866 -1.8 0.2 0.2 0.413
H -2.3783 -5.3062 -4.9162 0.4 1.6 0.8 0.378
H -3.7032 -3.3142 -5.0962 1.3 0.5 1.1 0.378
H -3.1625 -2.5525 -3.5155 0.8 -0.7 -1.3 0.325
H -2.2229 -2.0583 -6.4498 0.6 -0.1 1.8 0.380
H -0.7736 -2.6521 -5.5036 -1.6 0.8 0.4 0.360
H -1.6154 -1.2354 -2.4498 0.2 1.1 -1.3 0.404
H -1.1065 1.4256 -1.8259 -0.1 -0.3 -2.1 0.557
H -0.8484 2.9170 -3.7382 -0.3 -0.9 -0.6 0.324
H -1.4809 0.2671 -6.9182 0.1 0.7 1.8 0.400
C 3.9034 1.4756 -1.8792 -0.2 0.0 0.0 -0.580
C 5.0055 0.6496 -1.6706 -0.4 -0.4 0.0 -0.199
C 4.8179 -0.6814 -1.3069 0.0 0.0 0.0 -0.624
C 3.5227 -1.1749 -1.1592 0.2 0.7 -0.2 -0.233
C 2.4183 -0.3515 -1.3587 -0.2 0.1 -0.1 -0.121
C 2.6134 0.9770 -1.7193 0.3 -0.3 0.0 -0.230
N 3.3189 -2.5808 -0.8016 0.1 -0.7 0.2 1.013
O 4.3093 -3.2700 -0.6159 -0.6 0.4 -0.1 -0.586
O 2.1666 -2.9854 -0.7139 0.4 0.2 -0.1 -0.604
H 4.0508 2.5103 -2.1681 0.0 -0.2 0.0 0.449
H 6.0069 1.0398 -1.7942 -0.2 -0.2 0.0 0.466
H 5.6833 -1.3152 -1.1476 -0.3 -0.1 0.0 0.454
H 1.4075 -0.7273 -1.2405 0.2 -0.2 0.1 0.504
H 1.7579 1.6259 -1.8799 0.1 0.0 0.1 0.297
C 9.3199 4.4500 1.5750 0.0 0.0 0.0 -0.389
C 9.2733 3.3415 0.7346 -0.2 0.2 0.0 -0.585
C 8.2426 3.2111 -0.1895 0.0 -0.1 0.0 -0.131
C 7.2643 4.2014 -0.2666 0.6 0.0 0.5 0.172
C 7.3014 5.3099 0.5773 -0.1 0.1 0.0 -0.319
C 8.3344 5.4302 1.5002 0.0 -0.2 -0.1 -0.473
N 6.1911 4.0814 -1.2549 -0.2 0.1 -0.2 1.059
O 6.1782 3.0848 -1.9675 0.3 1.1 0.2 -0.654
O 5.3685 4.9834 -1.3174 0.3 -0.6 0.0 -0.610
H 10.1293 4.5511 2.2915 -0.1 0.0 -0.1 0.378
H 10.0433 2.5800 0.7984 -0.1 0.1 0.0 0.373
H 8.2181 2.3427 -0.8384 -0.1 0.2 0.0 0.373
H 6.5416 6.0821 0.5269 0.0 -0.2 -0.1 0.428
H 8.3745 6.2905 2.1598 0.0 -0.1 -0.1 0.371
C -1.2612 6.7409 -0.1506 0.0 0.0 0.0 -0.411
C -0.1675 5.9096 0.0747 -0.2 -0.1 0.0 -0.540
C -0.3637 4.6006 0.5019 0.1 -0.1 0.0 -0.260
C -1.6628 4.1325 0.6963 0.1 0.8 -0.3 -0.060
C -2.7617 4.9622 0.4798 -0.1 0.0 0.0 -0.292
C -2.5554 6.2707 0.0553 0.2 -0.1 0.0 -0.505
N -1.8753 2.7470 1.1218 -0.1 -0.4 0.3 1.066
O -0.8863 2.0532 1.3197 -0.4 0.2 -0.3 -0.590
O -3.0277 2.3597 1.2503 0.6 0.2 -0.1 -0.585
H -1.1043 7.7606 -0.4892 0.0 -0.1 0.1 0.391
H 0.8389 6.2821 -0.0858 -0.1 -0.1 0.1 0.437
H 0.4968 3.9631 0.6741 -0.2 0.0 0.1 0.512
H -3.7749 4.6072 0.6335 0.2 -0.1 0.1 0.461
H -3.4036 6.9241 -0.1189 0.1 -0.1 0.1 0.381
C -4.3397 -2.1197 6.1107 0.0 0.0 0.0 -0.668
C -3.2712 -2.0531 5.2213 0.0 0.0 0.2 -0.334
C -2.0665 -1.4843 5.6210 0.0 0.0 0.0 -0.453
C -1.9415 -0.9886 6.9175 -0.7 -0.4 -0.3 0.004
C -3.0098 -1.0454 7.8104 0.0 0.0 0.1 -0.397
C -4.2118 -1.6135 7.4011 0.2 0.0 -0.2 -0.355
N -0.6666 -0.4113 7.3506 0.6 0.3 0.2 1.003
O 0.2427 -0.3610 6.5340 -0.5 0.0 0.4 -0.604
O -0.5827 -0.0163 8.5039 -0.1 -0.2 -0.6 -0.595
H -5.2770 -2.5696 5.7968 0.1 0.1 0.0 0.406
H -3.3771 -2.4481 4.2162 0.0 0.0 0.1 0.708
H -1.2416 -1.4386 4.9185 0.0 0.1 0.3 0.456
H -2.9219 -0.6574 8.8193 0.2 0.0 -0.2 0.450
H -5.0489 -1.6655 8.0893 0.1 0.0 0.0 0.378

Orbital gap for the records above, in order: 9.34, 6.38 eV
Molecular weight for the records above, in order: 1099.74, 729.81 g mol⁻¹
E_LUMO for the records above, in order: -0.113, -4.782 eV